{
  "formula": "C6H11N",
  "method": "the ωB97M-V functional and the def2-TZVPD basis",
  "e_tot_ev": -7887.3799,
  "gap_ev": 9.7,
  "fmax_ha_per_bohr": 0.0793,
  "homo_ev": -9.10,
  "e_lumo_ev": 0.636,
  "e_above_lowest_ev": 3.151,
  "smiles": "C=C(/C=N/C)CC",
  "symbols": ["C", "C", "C", "C", "C", "C", "N", "H", "H", "H", "H", "H", "H", "H", "H", "H", "H", "H"],
  "coordinates": [[0.562, -1.043, 0.841], [0.894, 1.385, -2.138], [1.118, -0.144, 1.914], [-1.146, -0.412, 0.305], [-0.786, 0.509, -0.730], [-2.313, -1.028, 0.467], [0.482, 0.620, -0.972], [-1.548, 1.063, -1.296], [0.163, -1.974, 1.237], [1.304, -1.346, 0.106], [1.459, 2.263, -1.814], [0.070, 1.713, -2.782], [1.547, 0.780, -2.776], [-3.139, -0.923, -0.235], [-2.473, -1.715, 1.295], [1.437, 0.817, 1.504], [0.379, 0.051, 2.694], [1.992, -0.614, 2.382]]
}

---

{
  "formula": "C3H9NO2",
  "method": "the ωB97M-V functional and the def2-TZVPD basis",
  "e_tot_ev": -8837.9274,
  "gap_ev": 9.3,
  "fmax_ha_per_bohr": 0.0663,
  "homo_ev": -8.44,
  "e_lumo_ev": 0.895,
  "e_above_lowest_ev": 5.028,
  "symbols": ["C", "N", "O", "H", "H", "H", "H", "H", "C", "C", "O", "H", "H", "H", "H"],
  "coordinates": [[-0.689, -0.704, 0.712], [-1.908, -0.532, 0.018], [-0.540, 0.202, 1.759], [-1.061, 0.985, 1.539], [-1.763, -0.379, -0.986], [-2.547, -1.299, 0.185], [-0.589, -1.700, 1.160], [0.526, -1.084, -0.048], [1.440, 1.167, -0.324], [0.687, 0.005, -0.901], [0.096, -0.013, -1.972], [1.475, -1.072, -0.657], [2.351, 1.403, -0.872], [1.708, 0.963, 0.715], [0.813, 2.057, -0.328]]
}

---

{
  "formula": "C7H10O2",
  "method": "the ωB97M-V functional and the def2-TZVPD basis",
  "e_tot_ev": -11512.3391,
  "gap_ev": [8.7, 7.1],
  "fmax_ha_per_bohr": 0.0276,
  "homo_ev": [-9.13, -8.27],
  "e_lumo_ev": [-0.469, -1.209],
  "e_above_lowest_ev": 3.517,
  "symbols": ["C", "C", "C", "C", "C", "C", "C", "O", "O", "H", "H", "H", "H", "H", "H", "H", "H", "H", "H"],
  "coordinates": [[1.450, 0.166, 0.667], [-2.613, 0.015, -0.758], [2.874, -0.186, 0.505], [-1.590, 1.137, -0.859], [-0.409, -1.030, 1.008], [-0.177, 0.851, -0.708], [0.404, -0.393, -0.177], [-1.955, 2.262, -1.194], [-0.596, -2.213, 1.097], [1.166, 0.855, 1.455], [-0.818, -0.299, 1.724], [0.471, 1.656, -1.037], [0.698, -1.204, -0.844], [-2.208, -0.965, -1.010], [-3.006, -0.043, 0.261], [-3.440, 0.247, -1.426], [2.981, -1.262, 0.324], [3.288, 0.302, -0.392], [3.481, 0.104, 1.364]]
}

---

{
  "formula": "CH2N4O2",
  "method": "the ωB97M-V functional and the def2-TZVPD basis",
  "e_tot_ev": -11119.2172,
  "gap_ev": 10.7,
  "fmax_ha_per_bohr": 0.0709,
  "homo_ev": -10.72,
  "e_lumo_ev": 0.000,
  "e_above_lowest_ev": 4.404,
  "smiles": "N#CN(N)[N+](=O)[O-]",
  "symbols": ["C", "N", "N", "N", "N", "O", "O", "H", "H"],
  "coordinates": [[-1.531, -0.332, -0.335], [-2.641, -0.505, -0.523], [0.348, -0.856, 0.931], [-0.184, -0.282, -0.223], [0.640, 0.943, -0.699], [0.194, 1.655, -1.504], [1.646, 0.976, -0.077], [1.251, -1.321, 0.732], [0.277, -0.278, 1.699]]
}

---

{
  "formula": "C23H25FeN2OS",
  "method": "the ωB97M-V functional and the def2-TZVPD basis",
  "e_tot_ev": -74504.4597,
  "gap_ev": [8.1, 6.6],
  "s2": 8.78,
  "fmax_ha_per_bohr": 0.0525,
  "homo_ev": [-7.76, -7.92],
  "e_lumo_ev": [0.365, -1.366],
  "e_above_lowest_ev": 0.000,
  "spin_multiplicity": 6,
  "symbols": ["C", "C", "C", "H", "C", "C", "H", "C", "C", "C", "H", "C", "C", "H", "H", "H", "H", "H", "H", "Fe", "C", "C", "C", "H", "H", "H", "H", "H", "H", "C", "C", "H", "H", "O", "N", "C", "H", "C", "C", "H", "C", "H", "C", "H", "C", "H", "C", "H", "H", "H", "S", "C", "N"],
  "coordinates": [[2.350, 0.054, 0.871], [2.178, -0.754, -0.314], [1.701, 0.110, -1.357], [2.490, -1.786, -0.428], [1.457, 1.391, -0.800], [1.818, 1.358, 0.583], [1.116, 2.274, -1.337], [-1.320, -1.600, 1.266], [-0.168, -2.302, 0.740], [-0.226, -2.189, -0.696], [0.526, -2.920, 1.309], [-1.455, -1.541, -1.053], [-2.108, -1.157, 0.152], [1.712, -0.121, -2.419], [1.781, 2.206, 1.255], [2.902, -0.218, 1.756], [-3.080, -0.661, 0.205], [0.413, -2.695, -1.419], [-1.609, -1.580, 2.310], [0.298, -0.246, 0.426], [-1.982, -1.335, -2.448], [-3.495, -1.583, -2.473], [-1.299, -2.250, -3.478], [-3.706, -2.615, -2.167], [-3.879, -1.412, -3.483], [-4.013, -0.904, -1.790], [-1.435, -3.303, -3.200], [-0.225, -2.039, -3.566], [-1.756, -2.086, -4.464], [-1.644, 0.144, -2.778], [-2.174, 0.655, -4.111], [-0.547, 0.285, -2.758], [-2.058, 0.815, -2.003], [-3.074, 0.124, -4.760], [-1.585, 1.783, -4.621], [-0.418, 2.511, -4.135], [-2.031, 2.144, -5.457], [0.911, 1.914, -4.582], [2.095, 2.557, -4.200], [2.022, 3.483, -3.621], [3.333, 2.017, -4.549], [4.247, 2.514, -4.219], [3.394, 0.844, -5.313], [4.360, 0.424, -5.590], [2.214, 0.213, -5.722], [2.242, -0.698, -6.320], [0.971, 0.753, -5.365], [0.045, 0.279, -5.703], [-0.431, 2.574, -3.030], [-0.494, 3.545, -4.511], [-0.517, 1.003, 2.139], [-0.094, 0.263, 3.578], [0.245, -0.243, 4.592]]
}

---

{
  "formula": "C5H8O2",
  "method": "the ωB97M-V functional and the def2-TZVPD basis",
  "e_tot_ev": -9406.5397,
  "gap_ev": 9.7,
  "fmax_ha_per_bohr": 0.0373,
  "homo_ev": -8.85,
  "e_lumo_ev": 0.852,
  "e_above_lowest_ev": 3.293,
  "symbols": ["C", "C", "C", "O", "C", "C", "O", "H", "H", "H", "H", "H", "H", "H", "H"],
  "coordinates": [[-1.378, 1.140, -0.315], [-0.245, 0.184, -0.084], [0.026, -0.467, 1.293], [1.453, -0.345, 1.182], [1.253, 0.332, -0.031], [0.579, -0.574, -1.057], [0.588, -1.961, -1.096], [-1.392, 1.916, 0.459], [-1.280, 1.624, -1.291], [-2.344, 0.621, -0.297], [-0.294, -1.501, 1.488], [-0.310, 0.184, 2.100], [1.814, 1.242, -0.267], [1.079, -0.125, -1.892], [0.450, -2.271, -0.192]]
}